No. 1
The following is a DFT calculation (wB97M-V/def2-TZVPD) of a single C27H27N5O5 molecule.

Atoms and positions in Å:
C: -4.42654 1.89968 0.47577
C: -4.10391 0.79336 -0.51489
O: -3.41801 -0.23382 0.17113
C: -2.90781 -1.23335 -0.67408
C: -2.11834 -2.21844 0.18413
H: -2.77530 -2.57632 0.97712
C: -0.90086 -1.56262 0.83912
N: 0.18611 -1.35941 -0.10371
C: 0.98377 -2.40874 -0.41204
N: 0.73177 -3.56857 0.20711
C: 1.47169 -4.61764 -0.06341
N: 2.50975 -4.59117 -0.96616
C: 3.25044 -5.70291 -1.22591
C: 2.99408 -6.87934 -0.60406
C: 1.93960 -6.94996 0.32980
C: 1.18355 -5.84731 0.60567
C: 0.05706 -5.85170 1.58250
H: -0.09810 -6.84604 1.99037
H: 0.26911 -5.15724 2.39299
H: -0.85403 -5.50697 1.09868
H: 1.73313 -7.88540 0.82704
H: 3.59097 -7.74847 -0.82300
H: 4.03604 -5.55548 -1.95265
C: 2.85683 -3.38385 -1.67149
O: 3.78403 -3.40284 -2.45190
C: 2.02594 -2.26438 -1.34551
C: 2.24602 -1.00427 -1.94313
C: 1.44257 0.04818 -1.61908
C: 1.69078 1.33176 -2.15004
N: 1.95070 2.37112 -2.55837
C: 0.34088 -0.11151 -0.68297
N: -0.42680 0.83262 -0.29355
C: -0.84056 1.96019 -0.92234
O: -1.27106 1.93785 -2.06486
C: -0.89228 3.15957 -0.05734
C: -1.26680 4.37531 -0.61213
C: -1.31043 5.50745 0.17551
C: -0.99020 5.46696 1.52951
C: -0.61952 4.23331 2.10253
C: -0.57329 3.10578 1.29255
H: -0.28688 2.17202 1.74980
O: -0.27667 3.99075 3.40164
C: -0.36218 4.99151 4.38988
H: -0.08738 4.49287 5.31979
H: -1.37559 5.38894 4.47787
H: 0.33238 5.81225 4.19963
O: -1.01664 6.57854 2.33363
C: -1.37363 7.81576 1.77008
H: -1.31467 8.53263 2.58828
H: -0.67988 8.11467 0.97799
H: -2.39493 7.80182 1.37615
H: -1.59664 6.44230 -0.27847
H: -1.51434 4.41923 -1.66075
H: 3.05975 -0.90063 -2.64573
H: -1.19366 -0.58460 1.22209
H: -0.52486 -2.20107 1.63937
H: -1.80260 -3.06878 -0.42140
H: -2.26976 -0.78570 -1.45079
H: -3.73294 -1.76022 -1.18309
H: -3.47929 1.18420 -1.32912
H: -5.02863 0.38775 -0.95820
H: -4.97321 2.69406 -0.02415
H: -3.50445 2.30523 0.88367
H: -5.02765 1.50561 1.29105

Cartesian forces, eV/Å:
0.129 -0.384 -0.223
-0.174 0.266 -0.116
0.087 -0.082 0.213
-0.017 -0.255 -0.067
-0.046 0.456 -0.159
-0.022 -0.093 0.021
-0.628 -0.221 0.506
0.119 -0.048 -0.099
0.776 -0.529 -0.397
-0.338 0.264 0.196
0.111 0.029 -0.127
-0.343 0.011 0.295
0.434 -0.718 -0.125
0.133 0.300 -0.216
-0.208 0.434 0.033
0.201 -0.447 -0.022
0.009 0.042 -0.021
-0.008 -0.070 0.027
-0.062 0.046 0.100
-0.116 0.012 0.038
-0.070 -0.075 0.083
0.098 -0.024 -0.077
-0.052 0.023 0.036
0.033 0.356 -0.141
-0.035 0.002 0.025
-0.235 -0.088 0.199
-0.304 0.220 0.148
0.111 -1.001 -0.093
0.189 0.363 -0.168
0.082 0.326 -0.129
-0.038 0.964 -0.043
0.202 -0.917 0.498
-0.210 -0.055 -0.396
0.063 0.227 -0.051
-0.014 0.506 0.031
0.034 -0.218 0.002
-0.023 0.117 0.064
0.018 0.045 0.170
-0.016 -0.061 -0.068
-0.040 0.225 -0.034
0.021 -0.080 0.062
0.013 -0.096 -0.341
0.015 0.233 0.420
-0.027 0.054 -0.047
0.080 -0.021 0.010
-0.071 -0.071 0.042
0.105 -0.521 -0.035
-0.059 0.212 -0.090
-0.023 -0.004 -0.099
-0.043 -0.017 0.018
0.050 -0.002 -0.003
-0.015 0.105 0.003
-0.015 0.007 -0.099
0.055 0.074 -0.031
0.145 -0.159 0.026
-0.038 0.178 -0.059
-0.041 -0.065 0.031
-0.048 -0.016 0.015
0.118 0.063 0.036
-0.067 -0.081 0.054
0.104 0.033 0.032
-0.069 0.122 -0.022
0.074 0.098 0.061
-0.093 0.010 0.100

Computed properties:
largest force on an atom: 1.063 eV/Å
Kohn-Sham gap: 7.03 eV
energy above the lowest of the compared OMol25 structures with the same formula, charge and spin: 52.68 kJ/mol



No. 2
The following is a DFT calculation (wB97M-V/def2-TZVPD) of a single C20H20O5 molecule.

Atoms and positions in Å:
C: -3.78033 3.48927 -1.40111
H: -3.91556 4.52306 -1.71001
H: -3.84207 2.85240 -2.28052
H: -4.58901 3.21916 -0.72591
C: -2.42548 3.31145 -0.71105
C: -2.24744 1.88414 -0.28460
C: -2.76061 1.43845 0.92913
C: -2.65943 0.11252 1.29037
C: -2.02042 -0.80706 0.45471
C: -1.50195 -0.36095 -0.76063
C: -1.62210 0.96646 -1.12052
H: -1.21936 1.29602 -2.06725
H: -1.02508 -1.04261 -1.44715
C: -1.97286 -2.21177 0.90077
O: -2.81580 -2.69816 1.61748
C: -0.75567 -3.04228 0.44611
C: -0.80055 -4.45312 1.01081
H: 0.07321 -5.01479 0.69085
H: -0.82612 -4.41297 2.09647
H: -1.69998 -4.95057 0.66016
H: -0.70668 -3.06380 -0.64991
O: 0.41952 -2.37723 0.94271
C: 1.27392 -1.85268 0.07455
O: 1.16924 -1.88566 -1.11986
C: 2.44215 -1.19104 0.81943
O: 3.29447 -0.54542 -0.08835
C: 2.77015 0.62965 -0.57663
C: 3.32868 1.17640 -1.72397
C: 2.83408 2.35660 -2.24379
C: 1.77620 3.00087 -1.62188
C: 1.22374 2.47233 -0.47171
C: 1.71494 1.28727 0.05886
O: 1.13659 0.80367 1.20907
C: 1.90553 -0.18481 1.84857
H: 2.76121 0.27411 2.36423
H: 1.25241 -0.67283 2.57284
H: 0.41258 2.95836 0.04521
H: 1.38796 3.92275 -2.02733
H: 3.27255 2.77161 -3.13803
H: 4.14553 0.65135 -2.19177
H: 3.03386 -1.96928 1.31221
H: -3.06325 -0.23802 2.22855
H: -3.24692 2.13952 1.59229
H: -1.63104 3.59429 -1.40396
H: -2.37810 3.96917 0.15946

Cartesian forces, eV/Å:
0.162 0.117 0.041
-0.082 0.088 -0.059
-0.050 -0.053 -0.082
-0.099 -0.025 0.028
-0.200 -0.048 -0.067
0.123 -0.038 -0.004
0.027 0.011 -0.037
0.097 -0.211 -0.040
-0.287 0.617 0.030
-0.091 -0.243 0.129
-0.112 0.107 0.020
0.052 0.048 -0.104
0.091 -0.071 -0.001
0.372 -0.295 -0.118
0.065 0.016 -0.013
-0.381 -0.568 -0.148
0.110 0.415 -0.093
0.060 -0.034 -0.061
-0.043 -0.052 0.066
-0.053 -0.064 0.011
-0.011 0.054 0.221
-0.282 -0.154 0.455
0.541 0.225 -0.402
0.037 -0.076 0.046
-0.353 0.117 0.242
0.024 0.101 -0.113
-0.087 0.144 0.018
-0.075 -0.108 0.190
0.063 -0.041 -0.065
-0.073 0.073 0.040
0.110 -0.170 0.081
0.139 0.045 0.040
-0.125 0.166 -0.381
0.385 -0.376 0.201
-0.112 -0.083 -0.065
0.130 0.041 -0.071
-0.110 0.072 0.072
-0.037 0.093 -0.031
0.047 0.032 -0.081
0.103 -0.085 -0.070
-0.138 0.093 -0.016
-0.049 -0.026 0.072
-0.048 0.090 0.077
0.067 0.036 0.060
0.093 0.019 -0.016

Computed properties:
largest force on an atom: 0.710 eV/Å
Kohn-Sham gap: 8.83 eV
energy above the lowest of the compared OMol25 structures with the same formula, charge and spin: 49.07 kJ/mol



no.,DFT total energy (eV),HOMO (eV),LUMO level (eV)
1,-46125.0822,-7.93,-0.90
2,-31302.2193,-8.47,0.36